No. 1
{
  "formula": "C15H18FeN3O3",
  "method": "ωB97M-V/def2-TZVPD",
  "species": ["O", "C", "Fe", "C", "O", "C", "O", "C", "C", "C", "C", "C", "C", "H", "H", "H", "H", "H", "H", "H", "C", "C", "N", "C", "N", "C", "C", "C", "N", "H", "H", "H", "H", "H", "H", "H", "H", "H", "H", "H"],
  "positions_angstrom": [[3.382, -0.924, -0.963], [3.226, 0.079, -1.541], [3.176, 1.737, -2.013], [4.104, 2.378, -0.685], [4.649, 2.452, 0.339], [4.403, 1.675, -3.218], [5.441, 1.372, -3.656], [-0.416, 1.553, -0.274], [-0.226, 0.781, -1.581], [0.979, 1.204, -2.436], [1.362, 2.590, -2.402], [1.399, 3.110, -1.039], [0.473, 2.604, -0.064], [-1.379, 1.541, 0.235], [-0.126, -0.292, -1.323], [-1.137, 0.851, -2.203], [1.071, 0.603, -3.357], [1.510, 3.208, -3.305], [1.879, 4.089, -0.867], [0.393, 3.106, 0.905], [0.222, -2.549, 1.855], [0.502, -1.060, 1.689], [-0.489, -0.341, 0.884], [-1.707, -0.843, 0.978], [-2.088, -1.987, 1.599], [-1.179, -2.799, 2.368], [-3.523, -2.190, 1.552], [-4.000, -1.081, 0.635], [-2.823, -0.286, 0.431], [0.377, -3.059, 0.897], [0.929, -2.971, 2.573], [0.540, -0.587, 2.693], [1.476, -0.898, 1.209], [-1.466, -3.848, 2.269], [-1.252, -2.523, 3.432], [-3.760, -3.185, 1.152], [-3.948, -2.097, 2.562], [-4.373, -1.483, -0.312], [-4.792, -0.492, 1.094], [-2.808, 0.562, -0.113]],
  "forces_ev_per_angstrom": [[-0.643, 1.511, -1.370], [1.165, -3.684, 2.595], [-3.949, 1.319, -1.539], [2.653, 0.028, 4.655], [-1.006, 0.345, -2.202], [5.362, -1.577, -2.382], [-2.560, 1.049, 0.356], [1.211, 2.442, -2.554], [0.431, -0.513, 0.996], [-1.185, 1.521, -0.815], [-0.306, -1.177, 0.549], [-1.728, 1.010, -0.233], [-0.376, -0.320, 0.467], [0.747, 0.351, -0.002], [-0.038, 0.254, -0.355], [0.243, 0.003, -0.061], [-0.110, 0.584, 0.322], [0.377, -0.431, 0.640], [-0.355, -0.687, 0.065], [0.154, 0.162, -0.411], [0.230, -0.307, -0.086], [0.204, 0.357, -0.098], [1.344, -2.073, 1.510], [-3.104, -1.165, 0.268], [0.732, 0.894, -0.439], [0.197, -0.090, 0.404], [-0.222, -0.563, 0.417], [-0.966, -0.014, -0.383], [1.529, 0.446, 0.041], [-0.047, 0.067, 0.127], [0.056, 0.075, -0.163], [-0.046, 0.063, -0.369], [-0.207, 0.085, 0.206], [0.013, 0.092, -0.004], [-0.085, -0.081, -0.169], [0.100, 0.205, 0.221], [0.166, -0.136, -0.185], [0.051, 0.128, 0.033], [-0.025, 0.017, -0.063], [-0.008, -0.188, 0.010]],
  "charge": 1,
  "orbital_gap_ev": [6.30, 3.80],
  "total_energy_ev": -60834.0203,
  "multiplicity": 5
}

=====

No. 2
{
  "formula": "C6H8",
  "method": "ωB97M-V/def2-TZVPD",
  "species": ["C", "C", "C", "C", "C", "C", "H", "H", "H", "H", "H", "H", "H", "H"],
  "positions_angstrom": [[-0.609, 0.637, 1.442], [-0.062, -0.002, 0.208], [-0.419, 0.315, -1.132], [-1.523, 0.746, -1.723], [2.126, -1.406, 0.386], [0.978, -0.858, 0.074], [0.425, -0.509, -1.566], [-1.699, 0.613, 1.445], [-0.297, 1.682, 1.499], [-0.230, 0.119, 2.323], [-1.565, 0.920, -2.788], [-2.402, 1.010, -1.150], [2.338, -2.446, 0.182], [2.939, -0.820, 0.801]],
  "forces_ev_per_angstrom": [[-0.099, -0.651, 0.232], [1.537, -0.382, 0.232], [1.281, -2.883, -1.823], [0.143, 0.511, -0.043], [-0.104, -0.274, -0.497], [-0.590, 0.816, 3.216], [-2.027, 2.821, -1.223], [-0.039, 0.009, 0.081], [0.040, -0.053, -0.146], [-0.116, 0.085, 0.068], [-0.088, -0.340, -0.090], [0.070, 0.295, 0.118], [-0.082, -0.148, 0.178], [0.073, 0.192, -0.303]],
  "charge": 0,
  "orbital_gap_ev": 9.21,
  "total_energy_ev": -6347.5491
}